No. 1
The following is a quantum chemistry calculation of F6PRb as an isolated structure at a distorted geometry, from the Open Molecules 2025 dataset.

As for the charge: +1. The calculation puts the HOMO-LUMO gap (alpha / beta) at 15.2 / 6.2 eV. The multiplicity is 2. Its expectation value of S² is 0.7547.

Cartesian coordinates (Å):
Rb: 2.2238 -11.9240 27.8915
P: 2.6912 -14.9305 29.9347
F: 3.6809 -16.0924 29.6262
F: 2.0100 -15.1030 28.4190
F: 1.6408 -16.0720 30.5040
F: 1.6422 -13.7404 30.2051
F: 3.4910 -14.7174 31.3297
F: 3.6685 -13.8371 29.2874



No. 2
The following is a quantum chemistry calculation of F8KN4O16S8 as an isolated structure at a distorted geometry, from the Open Molecules 2025 dataset.

As for the charge: -3. The calculation puts the HOMO-LUMO gap at 7.6 eV. The multiplicity is 1.

Cartesian coordinates (Å):
K: 1.0920 0.2652 0.4829
N: 8.4074 0.5578 -3.2229
S: 8.0061 -0.8018 -2.8432
O: 6.7574 -1.2947 -3.4753
O: 8.2125 -1.1693 -1.4146
F: 9.2170 -1.6344 -3.6160
S: 7.3741 1.3793 -2.1869
O: 8.1020 2.2857 -1.2653
O: 6.1452 0.7801 -1.7272
F: 6.8907 2.5079 -3.2170
N: -0.2600 -0.5710 -4.0139
S: -0.3719 0.9230 -4.8123
O: -0.5746 1.9985 -3.8248
O: -0.9420 1.0404 -6.1086
F: 1.2048 0.8721 -4.9612
S: -1.6828 -0.9120 -4.1857
O: -2.3424 -1.0612 -5.4478
O: -2.3615 -0.4144 -2.9582
F: -1.5653 -2.4737 -3.7282
N: -5.7739 2.7451 3.1453
S: -5.9694 3.4151 4.7302
O: -7.0604 4.3660 4.8200
O: -4.7991 3.7200 5.5557
F: -6.6234 2.1392 5.3832
S: -4.7808 3.8107 2.7161
O: -3.4919 3.2423 2.5257
O: -4.8534 5.2426 3.0139
F: -5.2294 3.7452 1.1501
N: -1.5093 -2.9424 2.8308
S: -1.2337 -4.5633 2.2960
O: -2.1962 -5.0826 1.3933
O: -0.4515 -5.5319 2.9617
F: -0.1287 -4.0849 1.2777
S: -1.6560 -3.2836 4.2795
O: -0.4852 -3.2476 5.1241
O: -2.7713 -4.1466 4.6446
F: -2.2953 -1.8208 4.6783



No. 3
The following is a quantum chemistry calculation of F8Li2N4O16S8 as an isolated structure at a distorted geometry, from the Open Molecules 2025 dataset.

As for the charge: -2. The calculation puts the HOMO-LUMO gap at 7.3 eV. The multiplicity is 1.

Cartesian coordinates (Å):
Li: -0.9620 -2.7880 -1.2707
Li: -0.4293 -0.8198 0.1742
N: -1.4648 -2.4407 0.5397
S: -3.1614 -2.5531 0.8720
O: -3.7321 -1.6468 1.8936
O: -3.8508 -3.7543 0.5730
F: -3.6378 -1.7007 -0.4279
S: -1.1861 -3.3040 1.7652
O: -1.3520 -4.7434 1.7119
O: -1.3233 -2.6018 3.0834
F: 0.3927 -3.2066 1.5801
N: -1.3590 3.0592 -0.3927
S: -0.5866 3.8201 0.8247
O: 0.2128 3.0011 1.7435
O: -1.1788 5.0411 1.3576
F: 0.5592 4.4862 -0.0865
S: -2.1690 2.1441 0.4974
O: -2.9467 2.6215 1.6139
O: -1.5036 0.8490 0.7141
F: -3.3077 1.8158 -0.6163
N: 3.9667 0.4795 0.4793
S: 2.6136 0.2760 1.4919
O: 1.3151 -0.2019 1.0360
O: 2.5529 1.1218 2.6886
F: 3.2316 -1.0406 2.1938
S: 3.3603 1.7853 -0.0362
O: 3.8005 2.9214 0.8002
O: 2.0840 1.8460 -0.7151
F: 4.4162 1.9063 -1.2640
N: 0.1046 -1.1417 -1.7430
S: 1.6536 -1.3802 -2.3849
O: 2.5009 -0.1658 -2.5950
O: 1.8550 -2.4942 -3.2923
F: 2.2839 -1.9911 -0.9884
S: -0.3005 -0.0634 -2.8015
O: -0.4748 -0.4126 -4.2059
O: -0.1095 1.3688 -2.4944
F: -1.8680 -0.0922 -2.3197



No. 4
The following is a quantum chemistry calculation of FFeN5O15Pt as an isolated structure at a distorted geometry, from the Open Molecules 2025 dataset.

As for the charge: -2. The calculation puts the HOMO-LUMO gap (alpha / beta) at 6.5 / 6.4 eV. The multiplicity is 7. Its expectation value of S² is 12.0127.

Cartesian coordinates (Å):
Fe: -0.3505 -1.6086 -2.0294
Pt: 0.3016 -0.4924 1.9228
N: 3.0360 1.3346 1.4770
O: 3.9727 0.5655 1.8339
O: 1.8809 0.8216 1.4016
O: 3.4080 2.4209 1.1361
N: 2.7327 -0.9127 -2.2960
O: 2.9106 -0.8126 -1.0625
O: 1.6302 -1.2062 -2.8477
O: 3.6727 -0.6930 -3.0896
N: -2.0218 1.7049 2.2284
O: -2.0620 2.8876 1.9587
O: -2.7485 1.1865 3.0750
O: -1.3617 0.8195 1.5676
N: -1.4304 1.3677 -2.6600
O: -1.5922 2.3230 -1.9055
O: -0.6201 0.4122 -2.4369
O: -1.6825 1.3091 -3.9097
N: -2.4879 -2.5969 1.4021
O: -1.4748 -2.0307 1.8625
O: -2.3697 -3.7780 1.0442
O: -3.5398 -1.9493 1.4821
F: 0.1966 -1.0725 -0.1546



No. 5
The following is a quantum chemistry calculation of FH12InO6 as an isolated structure at a distorted geometry, from the Open Molecules 2025 dataset.

As for the charge: +2. The calculation puts the HOMO-LUMO gap at 4.3 eV. The multiplicity is 1.

Cartesian coordinates (Å):
In: 1.2517 -0.3863 0.5733
F: -0.5073 0.3377 0.2393
O: 0.1897 -2.1803 1.1173
H: 0.1707 -2.6613 1.9403
H: -0.4813 -2.6513 0.6683
O: -2.9513 0.1877 -0.0767
H: -1.9813 0.1877 -0.0457
H: -3.1593 0.2087 -0.9807
O: 0.3907 -1.2823 -1.5187
H: -0.2313 -0.7313 -1.9567
H: 0.8657 -1.8403 -2.1497
O: -0.8883 2.3387 -1.4117
H: -0.5633 3.2287 -1.1247
H: -0.8623 1.7247 -0.6907
O: 0.7597 -0.1793 2.7113
H: 0.2567 0.4797 3.2133
H: 1.3167 -0.5243 3.3783
O: 1.9787 1.0397 -0.9897
H: 1.8707 1.9777 -1.1917
H: 2.5757 0.7247 -1.7047